This record from the Open Molecules 2025 dataset describes 3 unconnected molecules or ions with the total composition C3H12O3 in a non-equilibrium geometry. The level of theory is ωB97M-V/def2-TZVPD.

- E_HOMO: -10.08 eV
- SMILES: CC(C)O.O.O
- Energy: -347.182289 Eh
- HOMO-LUMO gap: 0.3856 Eh
- ΔE to the lowest compared entry with this formula, charge and spin: 16.5 kcal/mol
- Lowest unoccupied orbital energy: 0.41 eV

The geometry in ORCA input format:
```
! wB97M-V def2-TZVPD RIJCOSX def2/J DEFGRID3
* xyz 0 1
C 1.960 -0.151 0.235
C 0.867 -0.600 1.250
C 0.437 -2.008 0.680
O -0.318 0.202 1.089
H 2.104 0.899 0.512
H 1.504 -0.215 -0.748
H 2.871 -0.733 0.354
H 1.265 -0.583 2.257
H 1.352 -2.599 0.924
H 0.190 -2.068 -0.383
H -0.483 -2.362 1.147
H -0.631 0.066 0.189
O -4.927 0.258 -3.714
H -5.081 -0.677 -3.580
H -4.637 0.634 -2.885
O 1.564 3.266 1.038
H 0.895 2.605 0.806
H 1.066 4.067 0.829
*
```


This record from the Open Molecules 2025 dataset describes a molecular structure, C13H46HgN2O15 in a non-equilibrium geometry. The level of theory is ωB97M-V/def2-TZVPD.

- E_HOMO: -9.39 eV
- Energy: -1914.312008 Eh
- HOMO-LUMO gap: 0.2687 Eh
- Lowest unoccupied orbital energy: -2.08 eV

The geometry in ORCA input format:
```
! wB97M-V def2-TZVPD RIJCOSX def2/J DEFGRID3
* xyz 0 1
Hg -3.721 2.304 1.525
C -3.802 -1.679 1.088
C -4.731 -0.469 1.090
O -4.526 0.402 2.190
H -3.686 -2.138 2.074
H -2.777 -1.430 0.790
H -4.207 -2.450 0.434
H -5.714 -0.964 1.190
H -4.752 0.045 0.129
C -0.657 0.539 0.728
C -0.852 1.938 0.143
O -2.191 2.268 -0.084
H -0.663 -0.262 -0.023
H -1.456 0.242 1.412
H 0.307 0.450 1.238
H -0.243 2.040 -0.767
H -0.364 2.620 0.860
C -3.038 1.094 -3.415
C -1.804 1.966 -3.495
O -1.985 3.189 -2.748
O -3.303 0.664 -2.083
H -2.859 0.247 -4.086
H -3.932 1.601 -3.789
H -1.600 2.245 -4.527
H -0.938 1.515 -3.001
H -2.051 2.879 -1.824
H -2.942 1.289 -1.409
C 4.086 -1.693 2.993
C 3.602 -0.327 2.563
O 2.877 0.344 3.576
O 5.004 -1.598 4.077
H 4.573 -2.171 2.134
H 3.324 -2.410 3.303
H 3.042 -0.401 1.631
H 4.508 0.245 2.313
H 3.408 0.286 4.381
H 5.904 -1.504 3.756
C 3.226 1.360 -1.432
C 3.054 -0.021 -2.016
O 3.499 -1.067 -1.197
O 4.549 1.853 -1.548
H 3.054 1.250 -0.351
H 2.521 2.019 -1.950
H 3.583 -0.033 -2.984
H 2.039 -0.200 -2.369
H 4.344 -0.890 -0.773
H 4.634 2.759 -1.246
C -1.781 -3.665 -3.244
C -1.938 -2.464 -2.321
O -3.297 -2.025 -2.384
O -2.335 -4.819 -2.582
H -0.722 -3.869 -3.399
H -2.336 -3.460 -4.161
H -1.251 -1.674 -2.658
H -1.728 -2.780 -1.298
H -3.257 -1.047 -2.335
H -3.241 -4.517 -2.423
C 2.501 -4.069 0.402
O 3.266 -4.376 -0.503
N 1.993 -2.786 0.552
N 2.081 -4.960 1.380
H 1.298 -2.558 1.233
H 2.250 -2.126 -0.177
H 1.622 -4.586 2.188
H 2.482 -5.874 1.458
O 0.812 5.246 2.054
H 0.179 5.062 1.349
H 0.822 4.450 2.605
O -0.356 5.323 -1.833
H -0.972 4.587 -2.012
H 0.497 5.010 -2.147
O -2.201 2.521 3.299
H -2.096 1.913 4.041
H -1.285 2.779 3.063
O 0.680 2.519 3.551
H 0.790 2.574 4.507
H 1.179 1.725 3.297
*
```


This record from the Open Molecules 2025 dataset describes a molecular structure, C19H40AlF4N3O6 in a non-equilibrium geometry. The level of theory is ωB97M-V/def2-TZVPD.

- E_HOMO: -10.07 eV
- Energy: -2005.578090 Eh
- HOMO-LUMO gap: 0.2791 Eh
- Lowest unoccupied orbital energy: -2.47 eV

The geometry in ORCA input format:
```
! wB97M-V def2-TZVPD RIJCOSX def2/J DEFGRID3
* xyz 0 1
C 8.201 1.099 1.732
C 7.237 1.060 0.463
O 7.125 -0.311 0.047
C 6.665 -0.378 -1.308
C 5.148 0.033 -1.518
O 4.284 -0.318 -0.424
C 3.036 0.391 -0.648
N 1.881 -0.390 -0.183
C 1.409 -0.075 1.157
N 1.946 0.754 2.071
N 0.209 -0.840 1.241
C -0.537 -0.775 2.516
C -1.771 0.226 2.516
C -1.465 1.668 1.926
C -2.865 2.269 1.413
C -2.732 3.235 0.156
C -3.917 4.330 0.285
C -4.905 4.314 -0.972
O -6.134 3.627 -0.713
C -6.125 2.283 -1.237
C -0.553 -0.822 -0.023
O -0.867 -2.034 -0.686
C -1.483 -3.011 0.174
C -3.057 -2.867 0.346
C -3.890 -3.889 -0.586
O -3.577 -1.556 0.081
C 0.605 -0.230 -0.964
O 0.459 1.131 -1.387
H 9.097 1.765 1.541
H 7.640 1.452 2.655
H 8.573 0.057 1.961
H 7.682 1.745 -0.315
H 6.190 1.415 0.722
H 7.283 0.373 -1.904
H 6.917 -1.390 -1.747
H 5.124 1.135 -1.770
H 4.789 -0.527 -2.446
H 3.001 0.644 -1.745
H 3.157 1.379 -0.093
H 1.484 1.661 2.184
H 2.721 0.471 2.675
H 0.150 -0.442 3.359
H -0.937 -1.782 2.856
H -2.649 -0.301 2.050
H -2.048 0.381 3.610
H -0.704 1.641 1.081
H -1.072 2.354 2.737
H -3.358 2.729 2.312
H -3.504 1.391 1.074
H -1.723 3.720 0.044
H -3.010 2.629 -0.765
H -4.542 4.143 1.215
H -3.470 5.363 0.346
H -4.377 3.972 -1.915
H -5.179 5.404 -1.157
H -7.181 1.983 -1.530
H -5.756 1.607 -0.400
H -5.476 2.168 -2.152
H -1.362 -0.051 -0.178
H -1.307 -4.027 -0.326
H -0.993 -3.105 1.194
H -3.298 -3.185 1.411
H -3.225 -4.561 -1.196
H -4.494 -3.258 -1.315
H -4.666 -4.456 0.016
H -3.234 -1.198 -0.753
H 0.730 -0.985 -1.801
H 0.790 1.122 -2.306
F -0.140 -8.103 -3.551
Al -0.417 -6.475 -2.943
F -1.811 -5.766 -3.758
F 1.007 -5.479 -3.245
F -0.729 -6.534 -1.205
*
```